(1)
Density functional theory data (wB97M-V/def2-TZVPD) for a single C4H9N3 molecule.

XYZ file:
```
16
C4H9N3 (wB97M-V/def2-TZVPD)
C 2.285 0.987 0.047
N 2.663 -0.443 0.013
C 1.486 -1.045 -0.195
C 0.150 -0.305 -0.043
C -1.033 -1.003 0.130
N -2.361 -0.537 -0.099
N -2.333 0.906 -0.090
H 1.957 1.036 1.237
H 3.203 1.461 -0.314
H 1.410 1.400 -0.511
H 1.502 -2.240 -0.418
H 0.393 0.677 -0.440
H -0.704 -2.136 0.338
H -2.967 -1.124 0.307
H -2.776 1.240 -0.866
H -2.876 1.127 0.904
```

Computed properties:
- 2S+1 = 1
- structure (SMILES) = C/N=C\C=C\NN
- gap between HOMO and LUMO (eV) = 8.87
- lowest unoccupied orbital energy (eV) = 0.63

=====

(2)
Density functional theory data (wB97M-V/def2-TZVPD) for 2 unconnected molecules or ions with the total composition C9H15BNO.

XYZ file:
```
27
C9H15BNO (wB97M-V/def2-TZVPD)
B 1.501 0.956 -1.771
C -0.082 0.232 2.027
C -0.373 1.556 1.524
C -0.144 -0.844 1.245
C -0.615 1.754 0.231
C 3.126 2.149 -0.210
C 2.473 1.052 -0.568
C -0.601 -0.792 -0.188
C -0.725 0.645 -0.772
C -1.949 -1.515 -0.339
N -1.802 -2.951 0.045
O 0.193 0.792 -1.839
H 2.024 1.011 -3.323
H 0.245 0.145 3.051
H -0.326 2.381 2.217
H 0.194 -1.803 1.617
H -0.747 2.742 -0.179
H 3.783 2.188 0.645
H 3.023 3.070 -0.761
H 2.624 0.157 0.031
H 0.137 -1.310 -0.815
H -1.716 0.743 -1.248
H -2.301 -1.463 -1.371
H -2.688 -1.051 0.320
H -2.702 -3.445 0.032
H -1.402 -2.982 0.996
H -1.152 -3.421 -0.599
```

Computed properties:
- 2S+1 = 1
- gap between HOMO and LUMO (eV) = 7.95
- lowest unoccupied orbital energy (eV) = -3.84
- total charge = +1

=====

(3)
Density functional theory data (wB97M-V/def2-TZVPD) for 3 unconnected molecules or ions with the total composition C25H60N6O7P2.

XYZ file:
```
100
C25H60N6O7P2 (wB97M-V/def2-TZVPD)
C 5.679 5.520 -0.136
C 6.121 4.070 -0.307
O 5.119 3.116 0.025
C 4.485 3.360 1.264
C 3.825 2.076 1.737
C 2.775 2.381 2.781
O 2.859 1.682 4.041
C 1.704 1.982 4.666
O 1.512 2.008 5.832
O 0.717 2.265 3.760
C 1.299 2.204 2.464
C 0.871 1.067 1.575
C -0.652 1.004 1.260
C -1.501 2.228 1.636
C -2.702 2.312 0.670
C -3.514 3.581 0.967
O -3.072 4.669 0.178
C -2.372 5.672 0.886
H 4.639 5.628 -0.437
H 6.304 6.204 -0.704
H 5.760 5.813 0.909
H 6.986 3.881 0.336
H 6.364 3.888 -1.349
H 5.190 3.759 1.997
H 3.675 4.077 1.085
H 3.435 1.586 0.848
H 4.561 1.393 2.160
H 2.885 3.445 3.017
H 1.067 3.131 1.928
H 1.418 1.047 0.639
H 1.116 0.139 2.100
H -1.066 0.114 1.727
H -0.760 0.871 0.184
H -1.904 2.074 2.636
H -0.973 3.171 1.531
H -2.248 2.465 -0.310
H -3.300 1.405 0.705
H -4.575 3.382 0.808
H -3.409 3.798 2.033
H -3.042 6.489 1.164
H -1.621 6.081 0.211
H -1.864 5.293 1.771
C 1.622 -5.005 4.324
N 1.112 -4.550 3.050
C -0.301 -4.210 3.101
P 1.942 -4.038 1.631
O 1.801 -2.552 1.658
N 3.680 -4.185 1.745
C 4.360 -4.195 3.035
C 4.339 -3.247 0.843
N 1.827 -5.496 0.736
C 0.785 -5.563 -0.287
C 2.129 -6.763 1.331
H 1.038 -5.866 4.673
H 1.568 -4.223 5.093
H 2.648 -5.346 4.273
H -0.930 -5.073 2.843
H -0.542 -3.403 2.406
H -0.588 -3.867 4.098
H 3.966 -3.453 3.742
H 5.422 -3.992 2.893
H 4.319 -5.183 3.495
H 4.381 -2.229 1.249
H 3.814 -3.192 -0.113
H 5.353 -3.592 0.634
H -0.205 -5.799 0.132
H 1.029 -6.320 -1.036
H 0.707 -4.609 -0.812
H 1.278 -7.180 1.888
H 2.991 -6.705 1.995
H 2.395 -7.464 0.536
C -6.054 -0.328 -4.818
N -5.323 0.566 -3.950
C -6.159 1.617 -3.394
P -3.761 0.393 -3.222
O -4.135 0.025 -1.820
N -2.885 -1.047 -3.683
C -3.580 -2.233 -4.166
C -1.920 -1.420 -2.652
N -2.924 1.325 -4.407
C -2.619 2.712 -4.058
C -3.136 1.122 -5.807
H -6.530 0.241 -5.626
H -6.840 -0.877 -4.280
H -5.419 -1.059 -5.306
H -6.149 2.513 -4.028
H -5.819 1.910 -2.399
H -7.195 1.284 -3.291
H -4.488 -2.470 -3.596
H -2.917 -3.097 -4.113
H -3.837 -2.138 -5.223
H -2.384 -1.948 -1.810
H -1.425 -0.535 -2.245
H -1.144 -2.051 -3.089
H -3.479 3.384 -4.204
H -1.787 3.086 -4.657
H -2.316 2.783 -3.011
H -4.017 1.661 -6.183
H -3.236 0.066 -6.056
H -2.257 1.486 -6.345
```

Computed properties:
- 2S+1 = 1
- structure (SMILES) = CCOCC[C@@H]1OC(=O)O[C@@H]1CCCCCOC.CN(C)P(=O)(N(C)C)N(C)C.CN(C)P(=O)(N(C)C)N(C)C
- gap between HOMO and LUMO (eV) = 8.43
- lowest unoccupied orbital energy (eV) = 0.52